one | This record from OMol25 describes a structure of composition C6H13N4O. The level of theory is the ωB97M-V functional and the def2-TZVPD basis.

Results
- Spin multiplicity: 1
- Total charge: +1
- LUMO: -3.1 eV
- HOMO-LUMO gap: 8.80 eV
- E_HOMO: -11.94 eV

XYZ file:
```
24
C6H13N4O (the ωB97M-V functional and the def2-TZVPD basis)
C 0.49563 -0.00726 0.13837
C 0.79492 1.27691 0.64951
C 1.57047 -0.22442 2.29706
C 1.09331 3.18465 -0.93030
C -2.29533 -2.73640 -0.60303
C 0.12795 -0.95560 -0.89520
N 0.38816 -0.63534 1.49901
N 0.60084 0.72273 2.05587
N 0.93324 2.55220 0.29936
N -1.51644 -1.57790 -0.08025
O -0.24004 -0.70073 -2.11851
H 1.52822 -0.59805 3.29847
H 2.47021 -0.13268 1.80188
H 0.92439 2.62300 -1.91763
H 0.31300 3.95245 -0.97676
H 1.98243 3.63266 -1.03578
H -2.93476 -3.09931 0.18597
H -2.79312 -2.49768 -1.49994
H -1.55447 -3.53803 -0.87326
H 0.48774 -1.97168 -0.98045
H 1.10126 3.08486 1.13475
H -2.10971 -0.75588 0.17969
H -1.06744 -1.77530 0.78984
H -0.30046 0.17679 -2.41867
```

two | This record from OMol25 describes a structure of composition C6H13N4O. The level of theory is the ωB97M-V functional and the def2-TZVPD basis.

Results
- Spin multiplicity: 1
- Total charge: +1
- LUMO: -3.7 eV
- HOMO-LUMO gap: 9.77 eV
- E_HOMO: -13.45 eV

XYZ file:
```
24
C6H13N4O (the ωB97M-V functional and the def2-TZVPD basis)
C 1.34249 -1.14059 0.02547
C 0.14421 -3.18544 -0.43199
C -1.88005 -1.46415 -1.34711
C -0.96584 1.44002 0.59451
C 0.80444 1.88028 -0.82779
C 1.23140 1.43197 1.53389
N 1.13253 -2.41852 -0.33484
N -1.53654 -2.18232 -0.37128
N 0.24056 -0.33965 0.05293
N 0.32918 1.05698 0.32604
O -0.17856 -4.28380 -0.55129
H 2.22391 -0.86907 0.51650
H -1.02662 -1.37235 -2.07170
H -2.70046 -0.79569 -1.51971
H -1.61894 0.90909 -0.06752
H -1.31484 1.06617 1.54491
H -1.14115 2.48399 0.39843
H -0.02868 1.71034 -1.50261
H 1.10308 2.81393 -0.54293
H 1.51903 1.25588 -1.42485
H 1.03778 2.45044 1.89725
H 0.99573 0.80851 2.40551
H 2.37096 1.23301 1.31347
H -2.08362 -2.48901 0.38471
```

Which is most stable, and by how much? two, by 20.3 kcal/mol.

one | This record from OMol25 describes a structure of composition BaH16O8. The level of theory is the ωB97M-V functional and the def2-TZVPD basis.

Results
- Spin multiplicity: 1
- Total charge: +2
- LUMO: -6.4 eV
- HOMO-LUMO gap: 12.23 eV
- E_HOMO: -18.60 eV

XYZ file:
```
25
BaH16O8 (the ωB97M-V functional and the def2-TZVPD basis)
Ba -0.05004 0.21593 -0.00889
O -0.34810 1.48318 2.45805
H 0.25163 1.97290 3.02083
H -0.91991 1.01514 3.06650
O 2.73937 0.77968 0.50585
H 3.24488 0.00124 0.27190
H 3.39780 1.42500 0.76324
O -2.10593 0.01614 -1.62963
H -2.79205 0.55416 -2.02461
H -2.44327 -0.87821 -1.68029
O 0.02044 -2.34529 -1.16578
H -0.09349 -3.18719 -0.72482
H -0.74446 -2.26758 -1.73598
O 1.36824 -1.82149 1.48198
H 1.86571 -2.52117 1.05864
H 1.11942 -2.18441 2.33203
O 1.46886 0.21820 -2.32889
H 2.40630 0.29876 -2.15298
H 1.30065 0.85025 -3.02780
O -1.94120 -0.61802 1.58278
H -1.97731 -0.25775 2.46885
H -2.85751 -0.75263 1.34092
O -0.70532 2.55221 -1.02766
H -0.60587 2.59607 -1.97867
H -1.59882 2.85490 -0.86558
```

two | This record from OMol25 describes a structure of composition BaH16O8. The level of theory is the ωB97M-V functional and the def2-TZVPD basis.

Results
- Spin multiplicity: 1
- Total charge: +2
- LUMO: -6.5 eV
- HOMO-LUMO gap: 12.14 eV
- E_HOMO: -18.61 eV

XYZ file:
```
25
BaH16O8 (the ωB97M-V functional and the def2-TZVPD basis)
Ba 0.07583 0.15075 0.36756
O 2.67540 0.58884 -0.72187
H 2.65867 1.32534 -1.33597
H 3.60327 0.24161 -0.62321
O 0.16869 1.06634 3.06795
H 0.85699 1.26957 3.67498
H -0.70080 0.95324 3.44421
O -0.12411 2.11536 -1.66312
H 0.69906 2.04777 -2.20646
H -0.03177 3.00250 -1.40154
O -2.02963 -1.31501 -0.93101
H -2.88486 -0.91268 -0.64118
H -2.05718 -2.25610 -0.83856
O -0.96511 -1.75313 2.17322
H -0.63707 -2.65910 2.17833
H -1.90771 -1.79675 2.48725
O 0.49308 -0.74465 -2.33393
H 1.43071 -0.79764 -2.53335
H 0.10850 -1.40204 -2.93132
O -1.42157 2.58483 0.80368
H -1.28403 3.50835 0.59169
H -2.16454 2.31984 0.24739
O 1.21267 -2.24337 -0.04838
H 1.69515 -2.40352 -0.83298
H 0.53035 -2.89033 0.00662
```

three | This record from OMol25 describes a structure of composition BaH16O8. The level of theory is the ωB97M-V functional and the def2-TZVPD basis.

Results
- Spin multiplicity: 1
- Total charge: +2
- LUMO: -6.2 eV
- HOMO-LUMO gap: 12.27 eV
- E_HOMO: -18.46 eV

XYZ file:
```
25
BaH16O8 (the ωB97M-V functional and the def2-TZVPD basis)
Ba -0.21033 -0.03010 -0.33645
O -2.67068 0.95862 0.37895
H -3.46519 0.83211 -0.13968
H -2.95869 0.86193 1.28666
O 0.36117 2.70287 0.24191
H 0.33185 3.44848 -0.35761
H 0.56059 3.08854 1.09497
O 1.62460 -1.48064 1.12128
H 1.83011 -2.36094 0.80652
H 1.91815 -1.47692 2.03235
O 0.82835 -2.39038 -1.41986
H 1.17882 -3.13139 -0.92558
H 0.62295 -2.75248 -2.28179
O -1.54057 -1.96556 1.02777
H -2.43424 -1.93513 1.36933
H -1.22400 -2.83821 1.26120
O -0.55995 1.47875 -2.52011
H -1.41141 1.40924 -2.95188
H 0.07677 1.38665 -3.22886
O 2.16192 0.62391 -1.31153
H 2.81282 0.03253 -1.68944
H 2.55512 1.49336 -1.38702
O -0.17731 0.65997 2.25594
H -0.85578 0.66251 2.93114
H 0.64504 0.72233 2.74182
```

Which is most stable, and by how much? three, by 12.7 kcal/mol.

one | This record from OMol25 describes a cluster of 2 separate species, C5H15NO in total. The level of theory is the ωB97M-V functional and the def2-TZVPD basis.

Results
- ⟨S²⟩: 0.75
- Spin multiplicity: 2
- Total charge: -1
- LUMO (spin up / spin down): 3.7 / 3.6 eV
- HOMO-LUMO gap (spin up / spin down): 2.74 / 9.38 eV
- E_HOMO (spin up / spin down): 1.00 / -5.81 eV

XYZ file:
```
22
C5H15NO (the ωB97M-V functional and the def2-TZVPD basis)
C 1.71021 1.37641 -1.23459
C 0.53124 1.12724 -0.22851
C 0.87126 -0.01605 0.75828
C -0.12414 -0.27739 1.86973
C 0.85484 -1.44589 0.00078
N -0.78250 0.89052 -0.88202
H 2.41906 0.52428 -1.16006
H 2.43251 2.24444 -0.89291
H 1.34375 1.68633 -2.27944
H 0.44279 2.15463 0.23718
H 1.91859 0.10938 1.16527
H 0.30555 0.45065 2.78514
H -1.29128 -0.03366 1.77508
H 0.07954 -1.18314 2.36399
H 1.87302 -1.65579 -0.53753
H -0.07976 -1.47559 -0.53203
H 0.72970 -2.28976 0.82683
H -1.29828 0.17811 -0.35313
H -0.64062 0.38518 -1.87090
H -4.27127 -0.72591 -0.05360
H -3.14871 -0.72658 -0.97856
O -3.87549 -1.29741 -0.77899
```

two | This record from OMol25 describes a cluster of 2 separate species, C5H15NO in total. The level of theory is the ωB97M-V functional and the def2-TZVPD basis.

Results
- ⟨S²⟩: 0.75
- Spin multiplicity: 2
- Total charge: -1
- LUMO (spin up / spin down): 3.3 / 3.2 eV
- HOMO-LUMO gap (spin up / spin down): 2.11 / 8.87 eV
- E_HOMO (spin up / spin down): 1.23 / -5.63 eV

XYZ file:
```
22
C5H15NO (the ωB97M-V functional and the def2-TZVPD basis)
C -0.04921 -0.64524 -0.35140
C -0.43830 0.74079 0.18973
C -1.81654 1.40418 -0.28594
C 0.71208 1.71166 -0.33396
C 1.24939 1.47551 -1.71582
N -0.91337 -1.75542 -0.11149
H -0.08554 -0.54994 -1.46210
H 1.05468 -0.79158 -0.10171
H -0.39186 0.87622 1.29825
H -1.66083 1.97649 -1.15670
H -2.60944 0.75170 -0.57166
H -2.22417 1.97259 0.49569
H 1.50741 1.47622 0.54576
H 0.24776 2.81099 -0.28444
H 0.67489 0.79649 -2.47793
H 1.38090 2.53934 -2.25786
H 2.27991 1.19073 -1.56052
H -1.68359 -1.82842 -0.67730
H -1.12235 -1.98475 0.84852
H 1.74986 -4.33809 3.90206
H 1.02324 -4.11023 2.55663
O 1.11509 -3.71925 3.51219
```

three | This record from OMol25 describes a cluster of 2 separate species, C5H15NO in total. The level of theory is the ωB97M-V functional and the def2-TZVPD basis.

Results
- ⟨S²⟩: 0.75
- Spin multiplicity: 2
- Total charge: -1
- LUMO (spin up / spin down): 3.7 / 3.3 eV
- HOMO-LUMO gap (spin up / spin down): 2.57 / 8.37 eV
- E_HOMO (spin up / spin down): 1.11 / -5.08 eV

XYZ file:
```
22
C5H15NO (the ωB97M-V functional and the def2-TZVPD basis)
C -0.09127 1.16135 -1.63068
N 0.09581 0.78041 -0.26298
C -0.62860 -0.37979 0.19501
C -0.39279 -0.81885 1.67849
C 1.08983 -1.04554 1.95820
C -1.20676 -2.07955 1.83650
H 0.31493 0.54296 -2.44867
H -1.19667 1.11952 -1.87913
H 0.36774 2.13474 -1.75604
H 0.03652 1.56907 0.36211
H -1.70576 -0.48832 0.00668
H -0.27516 -1.24826 -0.41586
H -0.61051 -0.01905 2.41896
H 1.13839 -1.19009 3.08748
H 1.38285 -1.99055 1.49615
H 1.54948 -0.11073 1.66703
H -2.12459 -2.09119 2.44043
H -1.43503 -2.54240 0.83090
H -0.57840 -2.96130 2.08763
H 0.69689 3.23696 -3.69644
H 2.13066 3.12586 -3.65046
O 1.44245 3.29474 -4.32533
```

Which is most stable, and by how much? three, by 15.5 kcal/mol.

one | This record from OMol25 describes a structure of composition C36H36GeIN2O2PS2V. The level of theory is the ωB97M-V functional and the def2-TZVPD basis.

Results
- Spin multiplicity: 1
- Total charge: +3
- LUMO: -9.9 eV
- HOMO-LUMO gap: 5.52 eV
- E_HOMO: -15.43 eV

XYZ file:
```
82
C36H36GeIN2O2PS2V (the ωB97M-V functional and the def2-TZVPD basis)
V 0.53070 -0.70279 -0.01150
O 4.32930 -2.37131 0.11928
C 4.47206 -2.72081 1.43065
C 5.55673 -3.45674 1.87893
C 5.67732 -3.74874 3.22671
C 4.72759 -3.31016 4.14578
C 3.64786 -2.57909 3.70522
C 3.50085 -2.28416 2.33922
C 2.34871 -1.50784 1.93888
O 1.77396 -1.68657 0.71625
N 1.76095 -0.64108 2.68256
N 0.63090 -0.16813 2.02397
C -0.23101 0.38859 2.80905
S 0.00126 0.70358 4.47333
C -1.66903 1.37475 4.73382
C -2.14630 2.02337 3.44581
S -1.78120 0.83405 2.11833
H 5.10460 -2.67352 -0.37131
H 6.31035 -3.79356 1.17721
H 6.52534 -4.32658 3.56939
H 4.83269 -3.54706 5.19462
H 2.89523 -2.24131 4.40384
H -1.59669 2.11275 5.53196
H -2.32602 0.56870 5.05571
H -1.62446 2.95845 3.23845
H -3.22373 2.18531 3.45120
I 0.41121 3.08098 -2.28745
C -1.31189 2.24703 -3.12737
C -1.42483 2.09010 -4.47679
C -2.68441 1.74879 -5.01299
C -3.77585 1.67046 -4.19147
C -3.65977 1.86487 -2.79168
C -4.80383 1.91254 -1.95734
C -4.68140 2.19189 -0.62507
C -3.40422 2.31714 -0.04736
C -2.25712 2.21627 -0.79924
P -0.60609 1.94418 -0.05223
C -0.08616 3.29600 0.99345
C -0.85943 4.45802 1.09117
C -0.43040 5.49610 1.90156
C 0.76411 5.38149 2.60603
C 1.53727 4.23134 2.50342
C 1.11685 3.18505 1.69813
C -0.94336 -1.83501 -0.29170
C -1.37819 -2.90277 0.50529
C -2.70077 -3.28598 0.41589
C -3.57258 -2.61536 -0.44998
C -3.13281 -1.56534 -1.24418
C -1.79981 -1.17709 -1.18445
C -2.38180 2.09009 -2.21883
H -0.58731 2.25877 -5.14080
H -2.78122 1.61140 -6.08096
H -4.75815 1.48572 -4.60768
H -5.78046 1.76915 -2.40281
H -5.55924 2.29275 -0.00187
H -3.34622 2.50634 1.01571
H -1.77857 4.55724 0.52652
H -1.01854 6.40075 1.97661
H 1.09631 6.20095 3.22960
H 2.47150 4.15385 3.04280
H 1.73349 2.29779 1.61021
H -0.69668 -3.41388 1.17380
H -3.06189 -4.11021 1.01644
H -4.60579 -2.93227 -0.50869
H -3.80883 -1.07238 -1.93026
H -1.45406 -0.39349 -1.85558
C 1.68592 -3.75458 -1.61503
Ge 1.54501 -2.13822 -2.67291
C 3.19565 -1.70240 -3.59969
C -0.00951 -2.09484 -3.84353
C 1.42887 -0.29337 -1.59298
H 1.91453 -4.55829 -2.31820
H 0.75757 -4.01066 -1.10778
H 2.49244 -3.67883 -0.89006
H 3.40640 -2.51417 -4.29839
H 4.02686 -1.62218 -2.90108
H 3.11058 -0.77639 -4.16602
H 0.26573 -2.62453 -4.75780
H -0.29582 -1.08160 -4.13032
H -0.86717 -2.60614 -3.40990
H 0.86462 0.34155 -2.27673
H 2.45131 0.07131 -1.46673
```

two | This record from OMol25 describes a structure of composition C36H36GeIN2O2PS2V. The level of theory is the ωB97M-V functional and the def2-TZVPD basis.

Results
- Spin multiplicity: 1
- Total charge: +3
- LUMO (spin up / spin down): -10.8 / -10.8 eV
- HOMO-LUMO gap (spin up / spin down): 4.83 / 4.83 eV
- E_HOMO (spin up / spin down): -15.60 / -15.60 eV

XYZ file:
```
82
C36H36GeIN2O2PS2V (the ωB97M-V functional and the def2-TZVPD basis)
V -0.14649 0.51026 0.11061
O 3.35440 4.52301 -1.08579
C 3.97558 3.34241 -1.18279
C 5.36008 3.36176 -1.33721
C 6.05993 2.18699 -1.46892
C 5.41028 0.93990 -1.45566
C 4.05808 0.90283 -1.28599
C 3.31408 2.09884 -1.13166
C 1.91190 2.02720 -0.89623
O 1.31107 0.80005 -0.59181
N 1.07663 2.98580 -0.83767
N -0.21847 2.57208 -0.45706
C -1.03010 3.63411 -0.50227
S -0.35872 5.17569 -0.82332
C -1.94067 6.04479 -0.96653
C -2.92846 5.37927 -0.03653
S -2.72656 3.58628 -0.24370
H 2.39339 4.39550 -1.02892
H 5.85221 4.32512 -1.35964
H 7.13466 2.22498 -1.59210
H 5.97705 0.02889 -1.58634
H 3.53349 -0.04558 -1.29287
H -2.25717 6.00704 -2.00688
H -1.76391 7.08112 -0.68175
H -3.95911 5.61066 -0.30098
H -2.75496 5.62407 1.00936
I -2.77972 0.30875 0.21456
C -3.73529 -1.45212 -0.47169
C -5.08103 -1.25039 -0.51699
C -5.91555 -2.32409 -0.88334
C -5.35407 -3.53147 -1.16249
C -3.95160 -3.73007 -1.10507
C -3.42997 -5.01708 -1.37160
C -2.09202 -5.26483 -1.30379
C -1.22036 -4.20911 -1.00512
C -1.67617 -2.93169 -0.75101
P -0.27581 -1.80318 -0.59826
C 0.60666 -1.82496 -2.15730
C 1.63351 -2.73032 -2.42068
C 2.18807 -2.76965 -3.69167
C 1.72639 -1.91528 -4.68611
C 0.70605 -1.00942 -4.42019
C 0.14292 -0.96437 -3.15642
C 0.74634 -2.36023 0.75406
C 2.11176 -2.03632 0.76678
C 2.88843 -2.39256 1.85423
C 2.30710 -3.05289 2.93265
C 0.94951 -3.36670 2.92710
C 0.16160 -3.01743 1.84417
C -3.07066 -2.65929 -0.76667
H -5.52001 -0.29157 -0.26982
H -6.98587 -2.17553 -0.92651
H -5.97922 -4.37395 -1.43308
H -4.12289 -5.80933 -1.62710
H -1.69570 -6.25297 -1.49326
H -0.15596 -4.42037 -0.98888
H 1.99916 -3.40336 -1.65563
H 2.97918 -3.47582 -3.90685
H 2.15982 -1.96104 -5.67676
H 0.34787 -0.34831 -5.19841
H -0.66476 -0.26671 -2.95604
H 2.56004 -1.51632 -0.06820
H 3.94592 -2.16261 1.86335
H 2.91812 -3.33458 3.78044
H 0.51035 -3.89480 3.76342
H -0.89225 -3.26928 1.83583
C 0.52103 1.14579 4.93546
Ge -0.69309 1.44360 3.45195
C -2.29179 0.37183 3.71375
C -1.04660 3.29819 3.01709
C 0.54198 0.74696 1.96573
H 0.02021 1.48773 5.84387
H 1.45998 1.68658 4.82489
H 0.72398 0.07875 5.03059
H -2.42664 0.27603 4.79209
H -2.19130 -0.63301 3.30128
H -3.18362 0.84517 3.30460
H -1.31877 3.84386 3.92085
H -1.87973 3.36641 2.31461
H -0.16096 3.76796 2.58640
H 0.92030 -0.23619 2.26260
H 1.37690 1.44858 1.89924
```

Which is most stable, and by how much? two, by 3.1 kcal/mol.

one | This record from OMol25 describes the molecule C6H9I. The level of theory is the ωB97M-V functional and the def2-TZVPD basis.

Results
- Spin multiplicity: 1
- LUMO: 0.5 eV
- HOMO-LUMO gap: 9.17 eV
- SMILES: C[C@H]1[C@@]2(C)C[C@]12I
- E_HOMO: -8.63 eV

XYZ file:
```
16
C6H9I (the ωB97M-V functional and the def2-TZVPD basis)
C -1.80299 -1.05808 0.68986
C -0.87444 0.05805 0.24480
C 0.66003 0.18965 0.11711
C 1.49035 1.24401 0.72410
C 0.91848 -0.88063 -0.95417
C -0.11425 0.13261 -1.19087
I -0.44425 1.59037 -2.67175
H -2.69052 -0.59544 0.97591
H -1.40439 -1.76507 1.51032
H -2.01856 -1.79801 -0.16889
H -1.49905 0.98937 0.32169
H 1.97602 1.84237 -0.05574
H 2.28953 0.83086 1.29118
H 0.88061 2.11653 1.32890
H 1.90708 -0.93686 -1.44592
H 0.72634 -1.95974 -0.71654
```

two | This record from OMol25 describes the molecule C6H9I. The level of theory is the ωB97M-V functional and the def2-TZVPD basis.

Results
- Spin multiplicity: 1
- LUMO: 0.3 eV
- HOMO-LUMO gap: 8.48 eV
- SMILES: C/C=C/C=C(\C)I
- E_HOMO: -8.17 eV

XYZ file:
```
16
C6H9I (the ωB97M-V functional and the def2-TZVPD basis)
C 2.43358 -1.06450 0.12801
C 0.98575 -1.53474 -0.02392
C -0.04570 -0.54533 0.06646
C -1.66323 -0.52273 0.08163
C -2.66872 0.48661 -0.03530
C -2.38279 1.83205 -0.34904
I -4.65222 -0.32032 0.04090
H 3.18572 -1.86799 0.29320
H 2.52775 -0.38422 0.97425
H 2.74740 -0.41822 -0.63331
H 0.89309 -2.59502 -0.22322
H 0.38786 0.41324 -0.00276
H -1.97336 -1.57285 0.18381
H -1.47954 1.67859 -0.86185
H -2.41545 2.66496 0.44915
H -3.19884 2.18278 -1.07819
```

Which is most stable, and by how much? two, by 2.0 kcal/mol.